# 1
Entry from the Open Molecules 2025 dataset: C40H42N3O4PtSSb as an isolated structure in a non-equilibrium geometry (wB97M-V/def2-TZVPD).

Results
**Relative energy (zero: lowest compared OMol25 entry of this formula, charge and spin)**: 235.8 kJ/mol
**E_LUMO (spin up / spin down)**: -0.211 / -0.309 Ha
**Multiplicity**: 5
**Frontier orbital gap (spin up / spin down)**: 7.2 / 4.6 eV
**Charge**: +2

The geometry in XYZ format:
```
92
Properties=species:S:1:pos:R:3:forces:R:3:lowdin_charge:R:1
Pt -1.945918 -0.848871 -0.937937 -0.1 1.1 1.4 1.142
Sb 2.725499 -1.075031 0.905869 -0.5 1.2 1.2 1.773
S -3.548613 1.102839 -2.632867 0.8 -0.1 1.1 0.481
O -4.213478 1.459227 -1.404459 -0.1 -0.3 0.5 -0.317
O -4.101200 -0.030422 -3.332146 -1.0 -0.4 -0.6 -0.312
O -2.076241 0.760658 -2.440772 0.3 0.2 0.7 -0.475
O 1.978229 -1.080382 3.875572 0.7 -0.7 0.2 -0.052
N -2.304513 -2.041815 -2.625798 0.9 -2.3 1.0 -0.103
N -4.098701 -1.221847 -0.259115 0.9 0.3 -0.9 -0.048
N -1.582640 5.885896 6.510068 0.4 -2.3 -4.5 0.232
C -0.353084 2.552976 3.222438 -0.2 1.0 1.3 0.044
C -2.997064 3.541314 -5.685034 0.0 -0.4 -0.2 -0.018
C 4.471277 0.000008 1.202968 0.7 0.5 -0.6 -0.367
C 4.948145 0.935076 0.267352 -0.6 -0.4 0.3 -0.089
C 2.971593 -3.079354 1.047675 2.2 -0.7 0.5 -0.438
C -4.247199 -3.219302 -1.647398 0.3 -0.7 1.1 -0.170
C 6.182395 1.542746 0.469123 -1.9 -0.4 -1.2 -0.066
C 4.324295 -5.071047 1.271080 -1.1 -1.3 -1.3 -0.054
C -1.499743 5.290218 5.472890 -0.2 3.4 6.0 -0.119
C -4.242452 4.742964 -4.085733 -0.1 -0.6 0.2 -0.025
C 6.453231 0.357097 2.490191 0.4 -0.7 0.7 -0.056
C -1.481633 4.389922 4.423612 0.4 -1.4 -1.1 -0.181
C 5.242549 -0.259799 2.337561 -0.8 -0.2 -0.3 -0.127
C 1.804634 -1.778679 -3.169031 -0.1 0.0 -0.6 -0.083
C -3.974626 5.740327 -6.407516 1.4 1.5 1.4 -0.030
C 1.377460 0.362034 -1.446741 -1.0 -0.7 -2.5 -0.124
C 2.086101 -1.882528 -1.833928 0.9 -2.5 0.9 -0.141
C 1.112934 0.486512 -2.846792 0.1 0.3 0.8 -0.052
C 1.913100 -1.128392 6.222369 0.0 0.5 0.0 -0.017
C 1.824159 -3.797144 1.025572 -0.9 -1.3 0.1 -0.153
C -2.836329 2.488455 -4.796400 0.6 0.0 -0.3 -0.048
C 3.113738 -5.814620 1.182727 1.2 0.0 0.3 -0.045
C 4.255430 -3.735615 1.128572 -0.4 2.4 -0.3 -0.105
C 6.935051 1.226824 1.536675 0.5 0.3 1.3 -0.054
C -1.560880 2.286082 2.514282 0.4 1.2 1.1 -0.227
C 1.912502 -5.206838 1.029388 -1.5 0.7 -0.2 -0.063
C 1.407962 -0.584291 -3.703142 -1.2 1.1 -0.7 -0.065
C -1.678344 1.320469 1.584044 0.2 -3.9 -3.5 -0.030
C -3.725781 4.699195 -5.345044 0.7 -0.9 -1.3 -0.249
C -0.361569 3.535097 4.186040 -2.4 0.2 -1.6 0.033
C -4.223254 -2.673681 -0.210978 -1.8 -1.2 1.5 -0.238
C -3.478833 2.525277 -3.553888 -0.1 0.7 -1.7 -0.320
C -2.664925 3.121393 2.804425 -0.6 0.4 -0.7 0.038
C -2.615185 4.193380 3.670470 -0.5 -2.0 -1.1 0.017
C -1.670006 0.393866 0.688323 0.0 1.7 1.1 -0.059
C 3.501690 -2.708774 4.887367 -2.3 0.2 1.7 0.000
C 1.937117 -0.837927 -0.977601 -0.5 1.9 -0.3 -0.422
C -4.201133 3.645184 -3.221176 -0.6 1.1 0.7 -0.027
C 2.449985 -1.596835 4.889373 -0.1 0.8 -0.6 -0.471
C -2.917495 -3.417303 -2.367287 -1.0 1.1 -1.3 -0.174
H 4.868719 -0.915754 3.103007 0.0 -0.3 0.2 0.084
H 3.619281 -3.125306 3.913768 0.7 0.0 -0.7 0.047
H -3.583472 4.596814 3.733485 -0.6 1.5 0.8 0.126
H -1.441239 -2.211604 -3.123098 0.2 0.3 -0.3 0.089
H -4.127448 6.769620 -6.019327 -0.1 -0.7 0.3 0.096
H 2.399922 -2.835905 -1.340201 -0.1 0.7 -1.1 0.107
H -3.148157 -3.940427 -3.355618 0.6 0.7 1.2 0.152
H 3.179228 -6.880870 1.198122 0.0 -0.5 -0.1 0.112
H -2.906863 -1.465547 -3.173103 -0.8 0.6 -0.9 0.030
H 7.818257 1.784793 1.721680 0.9 0.1 0.1 0.117
H -4.213949 -0.757172 0.615612 -0.1 0.2 0.7 0.086
H 1.830310 -2.589534 -3.853015 0.4 -0.9 -0.2 0.110
H -3.091559 5.881729 -7.029941 -0.2 -0.4 -0.3 0.085
H 0.836411 -3.323891 1.005418 0.3 -0.1 -0.1 0.108
H 5.248265 -5.577181 1.057428 0.4 -0.2 0.7 0.119
H -4.679018 -0.719373 -0.944415 0.1 -0.4 0.2 0.087
H 4.346486 1.248392 -0.581884 0.1 -0.2 0.0 0.103
H 2.289328 -1.766312 7.020382 -0.3 0.2 0.2 0.080
H 0.457532 3.731246 4.750429 2.5 0.3 1.5 0.096
H -2.611343 3.413053 -6.696064 0.1 0.2 0.3 0.122
H 5.173969 -3.151273 0.963671 -0.5 -0.2 0.3 0.118
H -4.704432 -2.415664 -2.130280 -1.3 0.9 -1.5 0.079
H 0.803337 1.033560 -0.856906 0.5 0.9 1.0 0.077
H 1.129167 -0.555205 -4.782936 0.4 0.2 1.0 0.134
H 7.024167 0.087131 3.368401 0.2 0.3 0.0 0.121
H 0.595434 1.392846 -3.238590 0.5 -0.8 0.5 0.124
H 4.372844 -2.465520 5.514134 -0.1 -0.1 -0.6 0.107
H -3.447947 -3.146290 0.389337 0.7 0.4 0.0 0.102
H -4.756866 5.631440 -3.855613 -0.8 0.8 0.8 0.108
H -4.839268 5.523428 -6.964271 -1.0 -0.5 -1.0 0.072
H -4.762952 3.736829 -2.286411 0.4 -0.4 -0.3 0.124
H 2.915556 -3.460832 5.483331 0.8 0.1 -0.4 0.114
H 0.802024 -1.087251 6.189937 0.8 -0.2 0.1 0.103
H -2.212666 -3.975211 -1.799410 0.6 -0.6 0.4 0.098
H 6.442025 2.255192 -0.260254 0.7 0.8 -0.6 0.109
H 2.249108 -0.078057 6.395240 -0.1 -0.8 -0.1 0.106
H -3.613225 2.991153 2.273238 0.5 -0.3 0.1 0.143
H -5.139274 -2.936995 0.470290 1.1 0.3 -1.8 0.159
H -2.157275 1.647952 -5.037889 -0.8 0.5 0.0 0.125
H 0.584030 2.039232 3.173255 0.1 -0.7 -0.7 0.121
H 0.987328 -5.765628 0.837861 0.5 0.0 0.4 0.121
H -4.864014 -4.112146 -1.764045 0.1 0.1 0.2 0.132
```
Positions in Å, forces in eV/Å.

# 2
Entry from the Open Molecules 2025 dataset: C40H43AsCoN4O4S as an isolated structure in a non-equilibrium geometry (wB97M-V/def2-TZVPD).

Results
**Relative energy (zero: lowest compared OMol25 entry of this formula, charge and spin)**: 242.3 kJ/mol
**E_LUMO (spin up / spin down)**: -0.070 / -0.190 Ha
**Multiplicity**: 5
**Frontier orbital gap (spin up / spin down)**: 8.7 / 5.4 eV
**Charge**: +1

The geometry in XYZ format:
```
94
Properties=species:S:1:pos:R:3:forces:R:3:lowdin_charge:R:1
As -0.064618 3.953517 -1.648773 -1.3 0.7 2.1 0.808
Co 0.616588 0.742702 -1.291332 -0.3 -1.6 1.0 0.664
S 0.778687 2.439340 -2.862179 -0.2 -0.2 0.1 0.296
O 0.850205 0.714140 0.601562 0.5 1.4 -2.5 -0.170
O -2.516841 -1.453810 1.383062 -1.1 0.9 -0.6 -0.029
O -0.537901 -2.330602 1.822547 0.7 -1.1 0.1 -0.021
O -0.913600 -0.289961 -1.656978 4.9 1.3 -1.4 -0.211
N 4.141621 2.010196 -1.711444 0.3 0.3 0.5 0.112
N 4.052027 -1.526337 -2.421534 1.7 1.7 0.8 0.128
N 2.195017 -0.465238 -2.051839 -0.8 0.9 -0.2 0.053
N 5.648770 0.535627 -1.017774 -0.8 -0.4 0.3 0.086
C -4.505172 2.816261 -1.937468 0.7 0.8 0.1 -0.090
C -1.925823 -2.552352 2.046056 1.2 1.6 0.8 -0.566
C -0.179162 0.563905 5.530825 0.3 -1.0 -0.1 -0.067
C 0.487468 -0.109093 2.787742 0.3 1.6 2.1 -0.168
C -0.280920 -1.365285 0.867749 1.0 -1.5 -2.3 -0.190
C -2.192422 -2.435317 -2.726414 -0.5 1.5 1.0 -0.019
C -3.008401 0.574852 -1.367923 0.1 -0.1 2.4 -0.147
C -2.946918 -3.419735 -3.355346 0.0 -0.2 2.0 -0.074
C 0.892906 -0.418184 1.376317 -0.7 -1.6 0.3 -0.386
C -2.005493 -0.529440 -0.972044 -2.5 -1.3 1.2 -0.445
C -4.783910 2.056483 -0.812336 -1.6 1.0 1.3 -0.092
C -4.075555 -3.938960 -2.685454 0.2 -0.1 -0.5 -0.077
C -2.032797 -2.442211 3.580503 -1.1 -0.3 -0.7 0.036
C -1.626607 -0.676500 0.575669 -0.2 1.0 2.0 -0.109
C -1.098304 3.344978 0.040127 0.9 -0.7 -1.6 -0.163
C 3.502462 -0.371423 -1.946309 0.7 -0.5 0.1 -0.232
C -0.587557 1.353093 4.473812 -0.2 0.8 -0.5 -0.086
C 3.411246 -0.125020 1.804717 -2.6 0.6 0.3 -0.023
C 4.029020 -2.596731 0.700984 0.1 0.1 0.5 -0.099
C 0.894145 -0.880001 3.864492 -0.6 -0.4 0.9 -0.029
C -2.771015 1.252703 -2.525161 -0.3 0.8 -1.7 -0.051
C -0.229898 1.031786 3.160121 -0.5 -0.3 -0.8 -0.026
C 1.393946 4.932451 -0.876257 1.4 -0.1 0.1 -0.276
C 4.705388 -0.482291 1.733614 1.1 -3.1 -0.8 -0.081
C 6.228316 1.768096 -0.768948 -2.3 0.1 -0.8 -0.046
C -1.346579 5.240234 -2.413873 1.0 -1.5 -1.4 -0.200
C -4.599150 -3.348518 -1.507456 1.2 0.6 -0.9 -0.049
C -2.445441 -3.832012 1.499104 -0.7 -0.4 -0.9 0.018
C 2.361269 -1.010965 1.353355 0.0 1.4 -0.2 -0.108
C 3.089379 -2.311072 -2.897763 -1.1 -0.9 -0.8 -0.072
C -3.511568 2.405155 -2.833062 -0.4 -0.2 0.7 -0.080
C -2.649097 -1.792437 -1.544657 -1.7 -1.9 -0.6 -0.115
C 1.923426 -1.644936 -2.718861 0.0 0.0 0.9 -0.075
C 4.357124 0.740598 -1.511636 1.4 -0.1 0.2 -0.277
C 5.029417 -1.796777 1.192790 0.0 1.4 0.0 -0.088
C 5.258397 2.669901 -1.229330 0.6 -1.4 0.0 -0.111
C -4.035570 0.976902 -0.492525 0.9 -1.4 -0.6 -0.031
C 0.473768 -0.666811 5.190884 0.0 3.1 -1.3 -0.041
C -3.885592 -2.238083 -1.007532 0.2 0.0 0.7 -0.042
C 2.689273 -2.230538 0.807589 -1.1 0.4 0.4 -0.029
H -1.568735 0.331351 1.106003 -0.4 -0.8 -1.1 0.152
H -1.731134 -1.460962 3.924962 0.4 0.0 -0.1 0.067
H -2.235332 -3.917519 0.393945 0.1 -0.2 1.2 0.106
H -1.441023 -3.266059 4.007669 -0.2 0.5 0.1 0.106
H -0.543660 1.662724 2.344509 -0.1 0.4 0.1 0.077
H -3.560117 -3.769425 1.570940 0.8 -0.3 0.1 0.111
H -4.431877 -4.848346 -3.183345 -0.6 0.4 0.6 0.103
H -1.175913 2.280211 4.632385 0.6 -0.7 0.0 0.114
H 7.147594 1.859846 -0.219415 0.1 0.1 -0.3 0.113
H 1.184062 5.953258 -0.596910 -0.6 0.2 0.3 0.034
H -2.551999 -3.922720 -4.219545 -0.1 0.0 -0.3 0.097
H 5.325773 3.721834 -1.349680 0.1 0.6 0.2 0.087
H -0.003818 -1.923256 -0.096504 0.2 0.9 0.9 0.169
H -0.948781 5.788224 -3.272171 0.0 -0.4 -0.1 0.052
H 1.557861 -1.684028 3.654239 0.3 -0.8 0.1 0.115
H 6.057303 -2.176207 1.091692 -0.4 0.5 0.3 0.111
H 4.295664 -3.540396 0.293128 0.1 -0.8 -0.3 0.099
H 5.516542 0.094258 2.092884 0.5 0.8 0.4 0.096
H 3.096674 0.835736 2.276714 0.4 -0.8 -0.5 0.144
H 1.849722 -2.884576 0.571023 0.5 -0.1 -0.3 0.123
H 5.051288 -1.700842 -2.373088 -0.4 -0.1 -0.3 0.174
H -2.049831 0.893644 -3.267078 -0.1 0.2 0.5 0.119
H -3.079304 -2.528388 3.874439 -0.1 -0.4 0.1 0.093
H -1.297009 -2.000693 -3.131437 0.3 -0.2 -0.5 0.084
H -5.519243 -3.671809 -1.004007 0.5 0.0 -0.4 0.110
H -5.598008 2.338007 -0.079543 1.0 0.0 -1.1 0.135
H -0.468585 3.476950 0.934448 -0.1 -0.2 -0.6 0.039
H -4.211268 -1.720962 -0.078858 -0.1 -0.6 -0.9 0.114
H -3.288693 2.959544 -3.741367 -0.1 0.0 0.1 0.106
H -2.047846 -4.652870 2.120931 -0.3 0.1 -0.6 0.102
H -4.272187 0.393279 0.385242 0.2 0.0 0.2 0.118
H -0.319968 0.960297 6.562813 0.0 -0.9 -0.8 0.118
H -1.967601 3.980529 0.091106 -0.3 0.1 0.0 0.029
H 0.922433 -1.976499 -2.884157 -0.3 0.0 -0.2 0.095
H -1.436753 5.942076 -1.645179 -0.7 1.0 1.4 0.015
H -4.915958 3.822022 -1.912007 -0.3 -0.2 -0.8 0.106
H 2.203652 5.041421 -1.616651 -0.3 -0.4 0.2 0.039
H 1.789206 4.382453 0.016183 -0.4 0.3 -0.9 0.060
H 5.933903 -0.352530 -0.605613 0.0 0.5 -0.1 0.123
H 0.845187 -1.260982 5.955573 0.6 -1.2 1.2 0.080
H 3.271744 -3.238930 -3.395405 0.1 -0.3 0.0 0.128
H -2.239236 4.654673 -2.666752 0.2 0.5 0.2 0.014
H -1.398689 2.283381 -0.163530 0.2 1.0 0.5 0.011
```
Positions in Å, forces in eV/Å.